1.
ORCA calculation (ωB97M-V/def2-TZVPD) on a structure of composition C23H30DyNO8 at a distorted geometry.

As for the relative energy (zero: lowest compared OMol25 entry of this formula, charge and spin): 247.9 kcal per mole. As for the HOMO-LUMO gap: 2.01 eV. Its total energy is -2435.61068 Eh. Its total charge is -2. The calculation puts the maximum force at 12.9 eV/A. The multiplicity is 6. Its expectation value of S² is 8.85.

Structure (XYZ):
```
63
Properties=species:S:1:pos:R:3:forces:R:3
C -0.13730 -0.21940 -6.35400 0.221 -0.102 -0.296
C -0.64020 -1.18000 -5.23760 -0.040 -0.190 0.088
C -0.31840 1.20280 -5.76480 0.082 -0.098 -0.245
C -1.39030 1.05340 -4.69490 -0.413 0.549 1.107
H -0.58210 1.91230 -6.54020 -0.057 0.110 -0.084
H 0.61850 1.52980 -5.31730 0.155 0.045 0.137
C -1.04110 -0.30660 -4.04740 0.257 -0.350 -0.540
H 0.13540 -1.89490 -4.97230 0.162 -0.148 -0.023
H -1.50030 -1.74410 -5.59220 -0.148 -0.085 -0.144
C 0.09010 -0.21140 -3.03650 -0.564 0.237 0.163
H -1.91130 -0.71820 -3.53570 -0.035 0.003 0.076
H -2.34150 0.89300 -5.21840 -0.161 -0.088 -0.228
C -1.56780 2.18100 -3.74620 -0.164 -0.277 -0.162
C 1.34110 -0.38030 -6.64610 -0.383 -0.328 0.578
C -1.01370 -0.37720 -7.60390 -0.116 0.738 0.340
O -1.82080 0.44840 -7.94900 0.357 -0.581 -0.119
O 2.15050 -0.92200 -5.92780 -0.042 0.263 -0.532
O 1.66120 0.24450 -7.79690 0.587 0.079 -0.408
O -0.95710 -1.53350 -8.30950 0.061 -0.387 -0.269
C 0.02900 -2.54610 -8.08690 -0.218 0.328 0.071
H 0.13880 -2.80220 -7.03770 0.002 0.056 0.144
H 0.99030 -2.24400 -8.49730 0.106 0.059 -0.024
H -0.32630 -3.41760 -8.62680 -0.047 -0.072 -0.058
C 3.05880 0.26070 -8.13610 -0.478 -0.016 0.238
H 3.62880 0.78310 -7.37230 0.029 0.020 0.069
H 3.12180 0.78380 -9.08290 0.003 0.056 -0.090
H 3.44120 -0.75230 -8.23280 0.035 -0.104 0.014
O -0.36370 0.20570 -1.79040 -0.808 0.958 -6.905
H 0.87790 0.45410 -3.40830 0.132 0.084 -0.067
H 0.54820 -1.20480 -2.95130 0.106 -0.207 0.054
C -2.94900 2.54750 -3.35820 0.782 -0.133 -0.369
C -0.44150 3.06440 -3.36960 -0.471 -0.769 -0.284
H -0.01840 3.58940 -4.23540 0.550 0.703 -0.352
H 0.38390 2.51230 -2.91360 0.507 0.036 0.287
H -0.75210 3.80990 -2.64420 -0.095 0.269 0.178
H -2.98610 2.91680 -2.33530 -0.253 0.131 0.435
H -3.63390 1.70360 -3.44070 -0.196 -0.126 0.091
H -3.35120 3.34370 -4.00140 -0.820 0.730 -0.248
Dy 0.00000 0.00000 0.00000 -0.578 1.349 0.446
C -1.60480 -0.82670 1.64910 -5.286 -2.486 -1.141
C -2.24530 -0.85250 0.38520 -1.024 -0.801 0.789
C -1.59490 -1.80370 -0.40880 -1.069 -0.885 -0.803
H -3.05130 -0.21070 0.07750 -0.183 0.131 -0.108
C -0.51880 -2.32770 0.32750 -0.541 -1.052 1.007
C -0.55240 -1.74180 1.62080 -1.777 -5.663 -1.358
H 0.13320 -1.94000 2.42560 -0.212 -0.743 -0.418
H -1.85580 -0.17260 2.46440 -1.243 -0.340 -0.122
H -1.81500 -2.02130 -1.43890 0.030 0.067 -0.114
H 0.18270 -3.06760 -0.01890 0.140 -0.080 -0.032
C 1.96780 1.34250 0.56670 0.850 0.114 0.548
C 1.91750 0.22800 1.43000 4.155 0.214 0.099
C 2.12350 -0.92670 0.65050 1.452 -0.003 0.608
H 1.74070 0.26160 2.49140 1.783 0.332 -0.589
C 2.25530 -0.53070 -0.69300 1.403 0.450 -0.526
C 2.17870 0.87740 -0.73580 1.183 -0.345 -0.697
H 2.20540 1.48550 -1.62300 -0.096 0.044 -0.148
H 1.80670 2.36470 0.85280 -0.047 0.261 0.108
H 2.16500 -1.93740 1.01360 -0.039 -0.122 0.062
H 2.39050 -1.18600 -1.53670 -0.019 -0.037 -0.119
O 0.17750 1.05920 3.89700 1.427 3.739 0.191
N 0.00000 0.00000 3.37000 -1.190 1.741 -1.449
O -0.44650 -0.86570 4.07840 -0.143 -3.362 -0.035
O 0.00000 0.00000 2.00000 2.398 6.083 11.177
```
Positions in Å, forces in eV/Å.

Mulliken charges, unit e, in atom order:
1 C 3.089
2 C -1.904
3 C -2.494
4 C -0.369
5 H 0.455
6 H 0.441
7 C 0.584
8 H 0.600
9 H 0.274
10 C -1.412
11 H 0.820
12 H 0.557
13 C 0.530
14 C -0.399
15 C 0.481
16 O -0.582
17 O -0.625
18 O -0.264
19 O -0.389
20 C -0.477
21 H 0.249
22 H 0.132
23 H 0.356
24 C -0.851
25 H 0.316
26 H 0.253
27 H 0.331
28 O 0.401
29 H 0.064
30 H 0.232
31 C -1.977
32 C -1.004
33 H 0.079
34 H -0.008
35 H 0.430
36 H 0.323
37 H 0.346
38 H 0.346
39 Dy 0.288
40 C -0.400
41 C -1.022
42 C -0.227
43 H 0.423
44 C -0.798
45 C -0.498
46 H 0.624
47 H 0.553
48 H 0.558
49 H 0.439
50 C -1.057
51 C -0.350
52 C -0.425
53 H 0.655
54 C -0.689
55 C -0.404
56 H 0.569
57 H 0.418
58 H 0.624
59 H 0.571
60 O -0.697
61 N 0.808
62 O -0.649
63 O -0.251

2.
ORCA calculation (ωB97M-V/def2-TZVPD) on a cluster of 3 separate species, C23H30F6NO10PS in total at a distorted geometry.

As for the relative energy (zero: lowest compared OMol25 entry of this formula, charge and spin): 0.0 kcal per mole. The SMILES is CC(=O)OCCCC[C@@]1(P(C)O)OC(=O)O[C@@]1(S)c1ccncc1.CCOC(=O)C(F)(F)F.CCOC(=O)C(F)(F)F. As for the HOMO-LUMO gap: 8.94 eV. Its total energy is -3040.24365 Eh. The calculation puts the maximum force at 2.9 eV/A. The multiplicity is 1.

Structure (XYZ):
```
72
Properties=species:S:1:pos:R:3:forces:R:3
C 6.41910 -4.29535 3.45960 -0.093 1.038 -1.126
C 7.46446 -3.73734 2.41246 0.164 -0.385 0.378
O 8.61254 -4.06347 2.45685 -0.367 -0.048 -0.263
O 7.05620 -2.80429 1.42770 -0.033 -0.203 1.913
C 6.42579 -1.71569 2.14605 -0.788 0.644 -0.339
C 6.39654 -0.36758 1.33402 -1.070 -0.664 0.789
C 5.67057 0.70430 2.28842 0.800 -0.713 -1.535
C 4.13621 0.57999 2.00473 0.069 1.071 -0.791
C 3.16237 1.36073 2.95760 0.254 -2.826 -0.438
P 3.78495 2.43104 4.39936 0.075 1.109 1.817
C 5.19752 3.55924 3.81315 1.004 -1.321 -0.315
O 4.44870 1.41234 5.59575 0.103 0.548 -1.976
O 2.17681 2.24370 2.34879 -0.496 -0.037 1.655
C 1.13180 2.28456 3.32512 0.884 -0.798 0.362
O 0.21043 3.00757 3.31760 0.106 0.235 -0.171
O 1.33533 1.26184 4.30329 -0.235 0.549 -1.704
C 2.11001 0.30602 3.51126 -1.472 0.504 0.791
S 2.72780 -1.14983 4.45427 0.274 0.134 0.531
C 1.00526 -0.24243 2.53068 -1.178 -0.939 -1.804
C -0.31130 -0.57858 3.10801 1.128 -0.129 -2.583
C -1.32797 -1.04518 2.18489 0.508 0.426 1.340
N -1.21265 -1.21224 0.83985 1.884 0.605 1.378
C 0.01482 -0.92387 0.34781 1.248 0.396 0.035
C 1.17005 -0.43002 1.08531 -2.001 -0.439 1.974
H 6.84306 -5.17776 3.98603 -0.254 0.801 -0.496
H 5.48733 -4.54671 2.89381 0.651 0.075 0.647
H 6.17661 -3.45880 4.17167 0.198 -0.988 -0.525
H 5.36002 -2.03155 2.35083 0.938 0.490 -0.019
H 6.92872 -1.54848 3.13409 -0.216 -0.090 -0.831
H 7.39827 -0.02687 0.98504 -0.758 -0.417 0.355
H 5.69968 -0.54377 0.47025 0.987 0.263 0.439
H 6.09306 1.69444 1.96733 -0.676 -0.797 0.723
H 5.99651 0.44248 3.32547 -0.503 0.540 -0.620
H 3.96440 0.96847 0.95688 0.233 -0.376 0.999
H 3.86362 -0.50747 1.96858 0.171 0.947 0.192
H 5.26250 3.60554 2.69132 -0.138 0.214 1.116
H 6.15388 3.09117 4.19066 -0.799 0.490 -0.516
H 5.14081 4.56962 4.27899 -0.393 -0.842 -0.441
H 5.11453 0.81504 5.20958 -0.205 0.125 0.383
H 1.92024 -1.23374 5.57337 0.308 0.603 -1.008
H -0.49826 -0.47848 4.19811 0.048 -0.059 -1.081
H -2.33010 -1.27830 2.63046 0.981 0.182 -0.577
H 0.15926 -1.08158 -0.75255 -0.295 0.170 1.103
H 2.13447 -0.21610 0.58611 -0.998 -0.181 0.275
C -3.19835 1.33222 -0.07168 0.153 0.280 -0.302
C -4.67474 1.20686 -0.38762 0.336 -0.399 0.612
O -5.06712 2.11918 -1.43088 -0.231 0.278 -0.686
C -4.71286 1.77568 -2.67111 0.219 -0.789 1.166
O -4.10669 0.78405 -2.96154 -0.212 0.375 -0.494
C -5.21722 2.81027 -3.67653 -0.416 1.331 -1.244
F -4.92005 4.06874 -3.31418 0.087 -0.412 0.278
F -6.56366 2.76236 -3.81953 0.449 -0.081 0.562
F -4.69663 2.64043 -4.90657 0.092 -0.233 0.774
H -2.94854 2.36550 0.18015 -0.101 -0.044 0.128
H -2.92659 0.68734 0.76147 -0.086 0.028 -0.040
H -2.58263 1.05831 -0.92933 -0.074 -0.149 0.083
H -5.25904 1.47423 0.49346 -0.128 0.226 -0.268
H -4.94680 0.18363 -0.65527 0.067 0.127 -0.232
C -6.54336 0.46138 -5.80318 0.042 -0.489 0.050
C -7.38327 0.36634 -7.06076 0.080 0.642 0.408
O -7.25650 -0.92700 -7.67983 -0.174 -0.658 -0.236
C -7.92172 -1.92475 -7.09032 0.001 1.316 0.390
O -8.59724 -1.81022 -6.10747 0.020 -0.530 -0.293
C -7.72627 -3.22906 -7.86448 0.255 -1.356 -0.662
F -6.43110 -3.46833 -8.13886 -0.201 0.344 0.195
F -8.37693 -3.20545 -9.04325 0.019 0.340 0.300
F -8.18152 -4.29231 -7.19038 -0.006 0.557 0.104
H -5.50138 0.21819 -6.02122 -0.025 0.137 -0.060
H -6.59078 1.45932 -5.37952 -0.157 -0.248 -0.368
H -6.88058 -0.24791 -5.04502 -0.100 0.083 -0.049
H -7.02876 1.09558 -7.79000 0.018 -0.318 -0.174
H -8.43363 0.59283 -6.86520 0.026 -0.265 0.022
```
Positions in Å, forces in eV/Å.

Mulliken charges, unit e, in atom order:
1 C -0.771
2 C 0.642
3 O -0.515
4 O -0.372
5 C -0.401
6 C -0.834
7 C -0.242
8 C -1.164
9 C 1.762
10 P 0.113
11 C -0.898
12 O -0.473
13 O -0.481
14 C 0.276
15 O -0.461
16 O -0.427
17 C 0.157
18 S -0.155
19 C 0.527
20 C -0.468
21 C -0.404
22 N -0.564
23 C -0.478
24 C -0.207
25 H 0.308
26 H 0.308
27 H 0.208
28 H 0.218
29 H 0.400
30 H 0.395
31 H 0.284
32 H 0.328
33 H -0.156
34 H 0.370
35 H 0.436
36 H 0.288
37 H 0.256
38 H 0.356
39 H 0.322
40 H 0.212
41 H 0.364
42 H 0.349
43 H 0.337
44 H 0.254
45 C -0.753
46 C -0.346
47 O -0.303
48 C 0.360
49 O -0.511
50 C 0.924
51 F -0.253
52 F -0.276
53 F -0.253
54 H 0.330
55 H 0.110
56 H 0.325
57 H 0.349
58 H 0.319
59 C -0.834
60 C -0.440
61 O -0.308
62 C 0.347
63 O -0.506
64 C 0.886
65 F -0.249
66 F -0.253
67 F -0.239
68 H 0.326
69 H 0.210
70 H 0.370
71 H 0.350
72 H 0.321

3.
ORCA calculation (ωB97M-V/def2-TZVPD) on the molecule C23H30FN3O6S at a distorted geometry.

As for the relative energy (zero: lowest compared OMol25 entry of this formula, charge and spin): 0.0 kcal per mole. The SMILES is CC(C)[C@H](C(=O)NC[C@@H]1CCCO1)N(Cc1ccco1)C(=O)CNS(=O)(=O)c1ccc(F)cc1. As for the HOMO-LUMO gap: 9.59 eV. Its total energy is -2008.20916 Eh. The calculation puts the maximum force at 1.1 eV/A. The multiplicity is 1.

Structure (XYZ):
```
64
Properties=species:S:1:pos:R:3:forces:R:3
C -0.61385 -2.26354 3.62648 -0.138 0.007 -0.213
H -0.23420 -1.29362 3.94001 0.081 0.114 0.089
H -1.06234 -2.75448 4.48648 -0.007 -0.064 0.104
H 0.22477 -2.86798 3.28841 0.125 -0.061 0.033
C -1.65426 -2.09459 2.52401 0.101 0.175 0.022
C -2.89913 -1.38872 3.05835 0.117 -0.207 -0.194
H -2.63554 -0.41878 3.47624 0.032 0.144 0.076
H -3.62814 -1.24167 2.26488 -0.162 0.052 -0.047
H -3.36105 -1.98492 3.84104 -0.086 -0.018 0.089
H -1.95161 -3.07793 2.14647 0.018 0.063 -0.012
C -1.09468 -1.27360 1.34618 -0.229 -0.197 0.307
N 0.23512 -1.71255 0.93306 -0.325 0.008 0.055
C 1.29009 -0.93923 1.25303 0.101 0.114 0.109
O 1.17060 0.12985 1.83521 0.017 -0.112 0.288
C 2.68447 -1.45521 0.90118 -0.048 -0.095 -0.061
N 3.69454 -0.48515 1.23632 0.388 0.500 -0.503
S 4.03726 0.63375 0.04792 0.104 0.108 0.191
O 5.10679 1.44307 0.54436 -0.228 0.122 0.297
O 4.21245 -0.09423 -1.17347 -0.350 -0.117 -0.038
C 2.57175 1.65756 -0.10546 0.679 -0.359 -0.141
C 1.64125 1.35774 -1.07905 0.070 -0.021 -0.041
C 0.47636 2.10165 -1.15844 -0.093 0.168 0.123
C 0.28761 3.12471 -0.24446 0.064 -0.160 -0.025
C 1.22278 3.44206 0.72564 -0.066 -0.039 -0.064
C 2.38351 2.69291 0.78873 -0.053 0.116 -0.017
H 3.14827 2.89853 1.51989 0.039 0.105 0.139
H 1.03115 4.25238 1.41054 -0.019 0.085 0.055
F -0.85831 3.83809 -0.30054 0.100 -0.017 0.005
H -0.26556 1.90267 -1.91691 -0.081 0.010 -0.082
H 1.84275 0.54939 -1.76222 -0.061 -0.080 -0.127
H 3.51458 -0.01998 2.11612 0.016 0.146 0.118
H 2.78761 -1.64872 -0.16700 -0.141 -0.268 0.126
H 2.88457 -2.37759 1.45880 -0.064 0.035 -0.147
C 0.32448 -2.92873 0.14080 0.366 0.059 -0.373
C 0.30163 -2.64354 -1.32886 -0.851 -0.600 -0.156
C -0.61582 -2.94828 -2.29010 0.426 0.012 0.525
C -0.11444 -2.41206 -3.50204 0.485 0.279 -0.022
C 1.06818 -1.82058 -3.18889 -0.473 -0.069 -0.696
O 1.32974 -1.95364 -1.87688 0.287 0.014 0.419
H 1.79731 -1.30097 -3.77853 0.167 0.087 -0.010
H -0.57391 -2.46550 -4.46723 -0.029 0.030 -0.249
H -1.53449 -3.47709 -2.14506 -0.204 -0.091 0.131
H 1.23225 -3.47583 0.40715 -0.107 -0.032 0.029
H -0.54349 -3.54778 0.37290 0.159 -0.010 -0.028
H -0.97682 -0.23269 1.66619 -0.079 -0.157 -0.085
C -2.05817 -1.36723 0.15581 0.368 0.430 0.200
O -2.66680 -2.38328 -0.10436 -0.285 -0.394 0.058
N -2.11787 -0.25069 -0.59698 -0.068 0.416 -0.175
H -1.63803 0.57961 -0.28379 0.091 -0.154 0.105
C -3.10820 -0.10596 -1.63562 -0.425 -0.028 0.031
H -2.64194 0.22748 -2.56752 -0.064 -0.052 -0.021
H -3.53649 -1.09991 -1.77808 0.082 0.128 -0.103
C -4.22219 0.88077 -1.22617 0.174 -0.120 -0.441
H -5.08351 0.70669 -1.88426 0.127 0.041 0.044
C -3.77797 2.35426 -1.27810 -0.171 -0.148 0.181
H -4.16181 2.85920 -2.16126 0.068 0.009 -0.069
H -2.69145 2.42725 -1.28713 0.104 0.042 -0.037
C -4.33024 2.93860 0.02110 -0.004 -0.218 0.051
H -3.72418 3.75487 0.40518 -0.008 0.083 0.034
C -4.31344 1.71340 0.93240 0.025 0.293 0.173
H -5.04771 1.75308 1.73817 0.081 0.023 0.009
O -4.65034 0.61916 0.10291 -0.071 -0.178 -0.067
H -3.31461 1.57035 1.37237 -0.052 0.012 0.000
H -5.35431 3.28390 -0.11956 -0.020 0.038 0.029
```
Positions in Å, forces in eV/Å.

Mulliken charges, unit e, in atom order:
1 C -1.684
2 H 0.293
3 H 0.548
4 H 0.253
5 C 0.697
6 C -1.519
7 H 0.334
8 H 0.292
9 H 0.487
10 H 0.308
11 C -0.379
12 N 0.582
13 C 1.212
14 O -0.651
15 C -1.411
16 N -0.338
17 S 1.260
18 O -0.725
19 O -0.654
20 C -0.246
21 C -0.135
22 C -0.482
23 C 0.445
24 C -0.808
25 C -0.362
26 H 0.465
27 H 0.464
28 F -0.371
29 H 0.456
30 H 0.596
31 H 0.375
32 H 0.426
33 H 0.366
34 C -1.443
35 C 0.639
36 C -0.555
37 C -0.781
38 C -0.600
39 O -0.152
40 H 0.615
41 H 0.484
42 H 0.592
43 H 0.709
44 H 0.415
45 H 0.909
46 C -0.835
47 O -0.640
48 N 1.085
49 H -0.403
50 C -1.259
51 H 0.381
52 H 0.506
53 C 0.130
54 H 0.399
55 C -0.079
56 H 0.417
57 H -0.351
58 C -0.692
59 H 0.372
60 C -0.108
61 H 0.405
62 O -0.459
63 H -0.087
64 H 0.292